# 1
DFT (ωB97M-V/def2-TZVPD) results for a single C5H10N2 molecule.

Geometry as XYZ:
```
17
Properties=species:S:1:pos:R:3:lowdin_charge:R:1
C -2.1006 -0.0697 0.3865 -0.13
C -0.2161 1.1985 -0.3558 -0.16
C 0.9920 0.7748 0.4769 -0.23
C 0.9481 -0.7525 0.5096 -0.26
C -0.1298 -1.1373 -0.3899 -0.17
H -1.7624 -0.1757 1.4323 0.10
H -2.6498 0.8893 0.3938 0.09
H -2.8112 -0.8103 0.1471 0.07
H -0.7582 2.0179 0.1824 0.13
H 0.1259 1.6706 -1.2982 0.12
H 1.4016 1.2828 1.3947 0.14
H 1.7720 -0.1001 -1.1415 0.08
H 1.1570 -1.4019 1.3405 0.13
H 0.2602 -1.4357 -1.3515 0.12
H -0.6536 -2.0064 -0.0201 0.12
N -1.0326 0.0168 -0.5287 -0.20
N 2.0265 -0.0188 -0.1631 0.05
```

molar mass = 98.15 g mol⁻¹
highest occupied orbital energy = -0.314 hartree
strongest force on any atom = 0.0524 hartree/bohr
ΔE to the lowest compared entry with this formula, charge and spin = 45.1 kcal per mole
SMILES = CN1C[C@@H]2N[C@@H]2C1
Kohn-Sham gap = 9.621 eV

# 2
DFT (ωB97M-V/def2-TZVPD) results for a single C5H10N2 molecule.

Geometry as XYZ:
```
17
Properties=species:S:1:pos:R:3:lowdin_charge:R:1
C 2.1249 -0.4202 -0.5901 -0.10
C 1.1682 -0.0548 0.4369 -0.39
C 0.1100 0.8444 -0.1558 -0.08
C 0.0492 -1.1097 0.6430 -0.15
C -2.7278 0.8356 0.1681 -0.05
H 2.5842 -1.2845 -0.3841 0.03
H 1.4124 -0.7777 -1.5122 0.14
H 2.6949 0.4027 -1.0137 0.09
H 1.8018 0.2399 1.3008 0.15
H 0.3393 1.3119 -1.0811 0.09
H -0.3796 1.3310 0.7188 0.11
H -0.2233 -0.8762 1.6028 0.07
H 0.0649 -2.2084 0.4448 0.13
H -2.2937 1.6732 -0.5672 0.10
H -3.7801 0.9481 0.2053 0.03
N -0.8473 -0.4987 -0.3925 -0.10
N -2.0980 -0.3566 0.1762 -0.07
```

molar mass = 98.15 g mol⁻¹
highest occupied orbital energy = -0.336 hartree
strongest force on any atom = 0.1204 hartree/bohr
ΔE to the lowest compared entry with this formula, charge and spin = 103.4 kcal per mole
SMILES = C=NN1CC(C)C1
Kohn-Sham gap = 10.197 eV

# 3
DFT (ωB97M-V/def2-TZVPD) results for a single C5H10N2 molecule.

Geometry as XYZ:
```
17
Properties=species:S:1:pos:R:3:lowdin_charge:R:1
C 1.2557 1.3362 -0.2593 -0.02
C 1.0948 0.4851 0.9682 -0.47
N 0.0234 -0.4524 0.9286 0.05
N 1.8336 0.4252 1.9899 0.14
H 0.1652 -1.1571 1.6499 0.13
H -0.9890 -0.0443 0.9153 0.11
H 2.6025 1.0897 1.9700 0.05
H 1.5420 0.7066 -1.1006 0.07
H 0.3095 1.8073 -0.5274 0.08
H 2.0149 2.0977 -0.0920 0.08
C -2.1780 -0.3692 -0.5008 -0.06
C -0.5610 -1.0869 -0.6543 -0.31
C 0.1461 -1.7383 -1.4118 0.01
H -2.4745 -0.1638 -1.5299 0.05
H -2.7872 -1.1829 -0.1101 0.05
H -2.4190 0.5672 0.0184 0.05
H 0.4211 -2.3200 -2.2541 -0.01
```

molar mass = 98.15 g mol⁻¹
highest occupied orbital energy = -0.258 hartree
strongest force on any atom = 0.0754 hartree/bohr
ΔE to the lowest compared entry with this formula, charge and spin = 123.2 kcal per mole
Kohn-Sham gap = 7.816 eV

# 4
DFT (ωB97M-V/def2-TZVPD) results for a single C5H10N2 molecule.

Geometry as XYZ:
```
17
Properties=species:S:1:pos:R:3:lowdin_charge:R:1
C -0.1712 -1.5454 -0.7883 -0.07
C 1.0387 0.5422 -0.0274 -0.46
C -0.0456 -0.2731 0.0165 -0.28
N 1.1116 1.7254 0.6638 0.10
N 2.1587 0.2739 -0.7661 0.10
C -1.1689 0.0167 0.9045 -0.18
C -2.4542 0.0604 0.5314 0.01
H 1.6046 2.4127 0.1003 0.10
H 0.1886 2.0787 0.9035 0.09
H 2.2866 -0.7174 -0.9414 0.08
H 2.9747 0.6523 -0.2926 0.10
H -0.9082 0.2415 1.9381 0.10
H 0.5276 -1.5870 -1.6291 0.06
H -1.1686 -1.6579 -1.2251 0.07
H 0.0191 -2.4131 -0.1469 0.08
H -2.7647 -0.1105 -0.4940 0.06
H -3.2286 0.3007 1.2527 0.05
```

molar mass = 98.15 g mol⁻¹
highest occupied orbital energy = -0.263 hartree
strongest force on any atom = 0.0495 hartree/bohr
ΔE to the lowest compared entry with this formula, charge and spin = 19.3 kcal per mole
SMILES = C=CC(C)=C(N)N
Kohn-Sham gap = 8.152 eV

# 5
DFT (ωB97M-V/def2-TZVPD) results for a single C5H10N2 molecule.

Geometry as XYZ:
```
17
Properties=species:S:1:pos:R:3:lowdin_charge:R:1
C -1.5784 1.5420 -1.2101 -0.08
C -0.4968 -0.6766 -0.2483 -0.20
C 0.8395 -1.2558 -0.5562 -0.20
C 0.7569 -0.0158 1.5701 -0.16
C 0.0645 0.6400 0.3821 -0.24
H -1.9779 2.4075 -0.6784 0.08
H -2.3203 1.0527 -1.8802 0.09
H -0.7142 1.8783 -1.8287 0.09
H -0.9648 -1.3551 0.4580 0.12
H 0.8651 -2.3343 -0.7897 0.11
H 1.4369 -0.7090 -1.3732 0.12
H 1.4451 -1.9523 1.2860 0.09
H 1.4410 0.6090 2.1526 0.10
H 0.0804 -0.4787 2.3170 0.11
H 0.8113 1.1125 -0.2234 0.13
N -1.2194 0.6038 -0.1633 -0.09
N 1.5311 -1.0682 0.7860 -0.06
```

molar mass = 98.15 g mol⁻¹
highest occupied orbital energy = -0.304 hartree
strongest force on any atom = 0.0494 hartree/bohr
ΔE to the lowest compared entry with this formula, charge and spin = 100.9 kcal per mole
SMILES = CN1[C@H]2CNC[C@@H]21
Kohn-Sham gap = 9.393 eV

# 6
DFT (ωB97M-V/def2-TZVPD) results for a single C5H10N2 molecule.

Geometry as XYZ:
```
17
Properties=species:S:1:pos:R:3:lowdin_charge:R:1
C -1.9007 -0.2706 0.2424 -0.05
C -1.0592 -0.1605 -0.9934 -0.25
N 0.0137 1.1265 -1.2062 0.06
C 0.3820 -0.2372 -0.9324 -0.36
C 0.9126 -0.5011 0.4560 -0.32
C 2.1397 0.1754 0.8974 -0.14
N 0.8386 0.5601 1.4444 0.01
H -2.9491 -0.0290 0.0555 0.08
H -1.5213 0.3469 1.0595 0.08
H -1.8287 -1.3150 0.5643 0.09
H -1.4782 -0.5276 -1.9309 0.14
H -1.0246 1.2059 -1.4862 0.10
H 0.8825 -0.8132 -1.7162 0.14
H 0.6539 -1.4929 0.8313 0.14
H 2.8193 -0.3130 1.5891 0.10
H 2.6019 0.8495 0.1778 0.11
H 0.5176 1.3959 0.9478 0.08
```

molar mass = 98.15 g mol⁻¹
highest occupied orbital energy = -0.323 hartree
strongest force on any atom = 0.0240 hartree/bohr
ΔE to the lowest compared entry with this formula, charge and spin = 98.2 kcal per mole
SMILES = C[C@H]1N[C@H]1[C@H]1CN1
Kohn-Sham gap = 9.804 eV

# 7
DFT (ωB97M-V/def2-TZVPD) results for a single C5H10N2 molecule.

Geometry as XYZ:
```
17
Properties=species:S:1:pos:R:3:lowdin_charge:R:1
C -1.9408 0.1474 -0.3648 -0.17
C -0.1997 -0.3943 1.4589 -0.05
C 0.0798 -1.5347 -0.7921 -0.04
C 0.2872 1.1851 -0.6134 -0.27
C -0.2850 -0.2330 -0.0671 -0.44
N -3.0249 0.3927 -0.5445 0.11
N 1.7353 1.2733 -0.4867 0.00
H -0.3983 0.6612 1.6990 0.09
H -0.9481 -1.0100 1.9398 0.09
H 0.7517 -0.5869 1.7908 0.05
H -0.6573 -2.2459 -0.5563 0.07
H 0.2490 -1.3808 -1.8741 0.10
H 0.8844 -1.9233 -0.2384 0.06
H -0.1980 1.9131 0.1259 0.12
H -0.0799 1.2930 -1.6894 0.13
H 1.9661 0.4027 -0.0288 0.05
H 1.7787 2.0404 0.2413 0.10
```

molar mass = 98.15 g mol⁻¹
highest occupied orbital energy = -0.373 hartree
strongest force on any atom = 0.1267 hartree/bohr
ΔE to the lowest compared entry with this formula, charge and spin = 45.0 kcal per mole
SMILES = CC(C)(C#N)CN
Kohn-Sham gap = 10.756 eV

# 8
DFT (ωB97M-V/def2-TZVPD) results for a single C5H10N2 molecule.

Geometry as XYZ:
```
17
Properties=species:S:1:pos:R:3:lowdin_charge:R:1
C 0.2069 2.1633 -0.8244 -0.05
C -0.4376 -0.2222 -1.4051 -0.04
C 0.3504 0.7045 -0.5133 -0.41
N -1.0456 -1.1247 1.7368 0.04
C 1.2665 -0.8792 0.9431 -0.20
C 0.2375 -1.5843 1.4538 -0.22
N 1.1946 0.3696 0.3794 0.07
H -1.8297 -1.7118 1.4878 0.08
H -1.2675 -0.1819 1.4483 0.07
H 2.2782 -1.2515 1.0417 0.10
H 0.4424 -2.5536 1.8897 0.10
H 0.7416 2.4071 -1.7419 0.08
H -0.8357 2.4458 -0.9672 0.08
H -1.5076 -0.1174 -1.2206 0.08
H -0.1471 -1.2591 -1.2475 0.07
H -0.2619 0.0360 -2.4492 0.08
H 0.6148 2.7593 -0.0114 0.08
```

molar mass = 98.15 g mol⁻¹
highest occupied orbital energy = -0.274 hartree
strongest force on any atom = 0.0304 hartree/bohr
ΔE to the lowest compared entry with this formula, charge and spin = 21.3 kcal per mole
SMILES = CC(C)=N/C=C\N
Kohn-Sham gap = 8.392 eV

# 9
DFT (ωB97M-V/def2-TZVPD) results for a single C5H10N2O molecule.

Geometry as XYZ:
```
18
Properties=species:S:1:pos:R:3:lowdin_charge:R:1
C 0.8721 0.6887 0.4472 -0.38
C -0.5697 1.2695 0.1514 -0.19
C -1.4301 -1.1046 -0.3819 -0.09
C 0.2151 -1.1968 -0.3822 -0.25
C 0.6816 -0.6104 0.8787 -0.27
H 2.2438 1.6949 -0.6209 0.19
H 1.2779 1.4783 1.1895 0.15
H -0.8139 2.2120 0.7477 0.13
H -0.3957 1.6885 -0.8592 0.11
H -2.6331 0.5419 0.0737 0.12
H -1.8919 -1.3028 -1.3761 0.11
H -1.8069 -1.7267 0.3306 0.06
H 0.6102 -0.7720 -1.3450 0.15
H 2.1891 -1.6016 -0.1640 0.10
H 0.0624 -0.5921 1.7692 0.17
N -1.6260 0.3191 0.0531 -0.09
N 1.3015 -1.7237 0.2552 0.11
O 1.7135 0.7379 -0.7670 -0.13
```

molar mass = 114.15 g mol⁻¹
highest occupied orbital energy = -0.290 hartree
strongest force on any atom = 0.1316 hartree/bohr
ΔE to the lowest compared entry with this formula, charge and spin = 135.5 kcal per mole
SMILES = O[C@H]1CNC[C@@H]2N[C@H]21
Kohn-Sham gap = 8.680 eV

# 10
DFT (ωB97M-V/def2-TZVPD) results for 2 unconnected molecules or ions with the total composition C5H10N2O.

Geometry as XYZ:
```
18
Properties=species:S:1:pos:R:3:lowdin_charge:R:1
C 1.3151 2.4479 0.2702 -0.16
O 0.8062 2.1945 -1.0297 -0.12
H 0.4424 1.3207 -1.0256 0.01
H 1.0296 1.6157 0.9626 0.08
H 2.4021 2.5461 0.3619 0.08
H 0.6891 3.2482 0.6612 0.07
C -1.9546 -0.5169 1.1299 -0.05
C -0.8234 -1.0398 0.3195 -0.36
C 1.0301 -2.0359 -0.1350 -0.19
C -0.6473 -0.8528 -1.0343 -0.08
N 0.2188 -1.7641 0.8317 0.09
N 0.5641 -1.4690 -1.3140 0.04
H 1.9521 -2.6018 -0.2262 0.12
H -2.8662 -0.7506 0.5918 0.07
H -1.7771 0.4974 1.4720 0.07
H 1.1445 -1.6395 -2.1185 0.14
H -1.1336 -0.1944 -1.7399 0.12
H -2.3918 -1.0056 2.0221 0.08
```

molar mass = 114.15 g mol⁻¹
highest occupied orbital energy = -0.330 hartree
strongest force on any atom = 0.0477 hartree/bohr
ΔE to the lowest compared entry with this formula, charge and spin = 39.3 kcal per mole
SMILES = Cc1c[nH]cn1.CO
Kohn-Sham gap = 9.793 eV